C8O5S5Ti | the ωB97M-V functional and the def2-TZVPD basis

Each line ends with the Mulliken charge.
Cartesian coordinates (Å):
Ti (0.1859, -0.8189, -0.6895)  0.761
S (2.4177, -0.8225, 3.0914)  -0.040
S (4.1971, -1.6642, 0.9134)  -0.040
S (5.3557, -0.9715, 3.5631)  -0.195
S (1.9757, -2.1636, -1.0506)  -0.341
S (-0.1052, -1.2647, 1.5177)  -0.309
O (-4.2189, 2.6931, -1.3081)  -0.468
O (-4.2558, -0.2739, -1.4991)  -0.508
O (-1.3024, -1.1246, -1.5616)  -0.658
O (0.2688, 0.9343, -1.0108)  -0.708
O (-1.4304, 3.5209, -0.7643)  -0.499
C (-3.2907, 0.4278, -1.3659)  0.068
C (1.6538, -1.2530, 1.5699)  0.305
C (-1.8674, 0.0537, -1.3200)  0.631
C (2.4817, -1.6362, 0.5495)  0.359
C (4.0693, -1.1429, 2.5885)  0.126
C (-1.0444, 1.1408, -1.0474)  0.961
C (-1.8141, 2.4007, -0.9600)  0.076
C (-3.2770, 1.9656, -1.2168)  0.480

Kohn-Sham gap = 6.9 eV
Relative energy (zero: lowest compared OMol25 entry of this formula, charge and spin) = 0.0 kJ/mol
E_HOMO = -8.772 eV

C42H43Cl5N2O3P2PdS4 | the ωB97M-V functional and the def2-TZVPD basis

Each line ends with the Mulliken charge.
Cartesian coordinates (Å):
Pd (-0.2692, 0.7188, 0.3533)  -0.707
Cl (-3.9353, -4.6838, -0.1733)  -0.197
Cl (-2.4327, -0.1967, 2.4480)  -0.038
Cl (-4.2217, -2.7578, 2.2822)  -0.146
Cl (0.0670, -1.5744, -2.0626)  -0.103
Cl (-1.7315, -4.1203, -2.3180)  -0.166
S (0.8207, -1.6597, 1.9949)  -0.184
S (-1.8017, 1.3483, -1.2982)  -0.443
S (2.7220, 0.6154, 0.7926)  -0.495
S (-3.2480, 3.2959, 1.2316)  -0.463
P (-3.4364, 2.2095, -0.3848)  0.735
P (0.4748, 2.9872, 0.5372)  1.109
O (-0.5000, 3.9696, -0.2270)  0.181
O (0.5225, 3.4828, 2.0580)  -0.562
O (1.9328, 3.5496, 0.1258)  -0.465
N (4.0585, -1.3935, -0.2795)  -0.059
N (2.6593, -3.3318, 1.1344)  0.036
C (-5.7478, -1.1005, -1.0289)  -0.668
C (-6.5360, -0.0732, 0.9949)  -0.611
C (2.5870, -7.6160, -0.6245)  -0.590
C (-3.6992, 3.1519, -3.0544)  -0.240
C (-5.3452, 4.7790, -3.7030)  -0.444
C (-2.2728, -1.2932, 1.1162)  1.610
C (-0.7169, 5.9278, -1.5742)  -1.118
C (-6.6427, -1.0640, 0.0325)  -0.559
C (-5.5420, 0.8901, 0.8977)  -0.305
C (-0.4394, 5.4030, -0.1848)  -0.299
C (-4.6552, 0.8677, -0.1708)  0.743
C (2.1051, -7.2652, -1.8762)  -0.459
C (2.1926, -2.0656, 1.1988)  0.280
C (0.0378, 2.6253, 3.1111)  0.730
C (-4.2847, 3.9494, -4.0280)  -0.710
C (1.5110, -6.0240, -2.0656)  -0.988
C (1.8042, -4.4918, 1.3791)  -0.969
C (2.3310, 3.4195, -1.2478)  0.344
C (-4.1699, 3.1845, -1.7476)  0.400
C (-2.9239, -3.2953, -0.0319)  0.153
C (1.4054, -5.1363, -1.0084)  0.388
C (4.0405, -3.5694, 0.7455)  -0.861
C (-1.1572, -1.8949, -0.8741)  1.350
C (8.6614, -1.3387, 0.5086)  -0.651
C (8.5692, -1.0622, 1.8619)  -0.386
C (1.8905, -5.4800, 0.2493)  0.083
C (6.2705, -0.4131, 1.5729)  -0.009
C (3.0674, -0.9702, 0.5158)  0.303
C (2.4807, -6.7234, 0.4334)  -0.315
C (7.3711, -0.5982, 2.3910)  -0.817
C (-1.3026, -1.0035, 0.1691)  -1.773
C (-3.0744, -2.4271, 1.0450)  -0.182
C (-5.2455, 4.0104, -1.4300)  -0.721
C (7.5544, -1.1592, -0.3102)  -0.328
C (-1.9496, -3.0332, -0.9943)  0.015
C (-4.7588, -0.1367, -1.1316)  -0.546
C (6.3547, -0.6953, 0.2120)  0.572
C (3.1748, 4.6190, -1.6144)  -1.554
C (5.1601, -0.5211, -0.6906)  -1.167
C (4.2959, -2.8167, -0.5250)  -0.737
C (-5.8306, 4.8013, -2.4024)  -0.648
C (0.4379, 3.2478, 4.4267)  -1.574
H (2.1814, -7.9607, -2.7004)  0.390
H (-5.4371, 1.6600, 1.6507)  0.400
H (5.4316, -0.7959, -1.7119)  0.455
H (-3.9061, 3.9237, -5.0405)  0.404
H (-2.8726, 2.5062, -3.3167)  0.439
H (0.4833, 1.6271, 2.9942)  0.001
H (5.3442, -0.0367, 1.9890)  0.438
H (-7.2193, -0.0555, 1.8326)  0.413
H (-1.6828, 5.5654, -1.9261)  0.163
H (2.5818, 5.5334, -1.6159)  0.315
H (1.4458, 3.3527, -1.8890)  0.201
H (-5.8164, -1.8843, -1.7717)  0.466
H (4.1962, -4.6381, 0.6118)  0.443
H (3.6244, -3.1686, -1.3151)  0.395
H (-5.7920, 5.4098, -4.4594)  0.385
H (7.2960, -0.3740, 3.4459)  0.416
H (1.1236, -5.7485, -3.0373)  0.463
H (0.0014, 2.6795, 5.2482)  0.413
H (7.6281, -1.3770, -1.3687)  0.375
H (3.9852, 4.7386, -0.8956)  0.335
H (-7.4150, -1.8172, 0.1128)  0.380
H (2.8929, 2.4873, -1.3509)  0.069
H (-0.7333, 7.0175, -1.5666)  0.423
H (5.3259, -2.9390, -0.8574)  0.413
H (-4.0533, -0.1683, -1.9528)  0.347
H (0.7935, -4.1081, 1.5035)  0.412
H (2.8517, -6.9994, 1.4127)  0.407
H (-5.6119, 4.0386, -0.4118)  0.386
H (-1.2081, 5.7248, 0.5204)  0.342
H (4.7108, -3.2116, 1.5348)  0.430
H (4.7939, 0.5064, -0.6928)  0.212
H (9.4271, -1.2018, 2.5038)  0.388
H (0.0728, 4.2720, 4.4845)  0.333
H (1.5203, 3.2584, 4.5442)  0.347
H (3.6064, 4.4853, -2.6067)  0.412
H (0.5353, 5.7241, 0.1886)  0.390
H (3.0478, -8.5824, -0.4703)  0.393
H (2.0917, -4.9708, 2.3201)  0.297
H (0.0486, 5.5962, -2.2772)  0.275
H (-6.6623, 5.4413, -2.1443)  0.394
H (-1.0482, 2.5373, 3.0212)  -0.022
H (0.9308, -4.1721, -1.1571)  0.506
H (9.5903, -1.6973, 0.0881)  0.379

Kohn-Sham gap = 6.7 eV
Relative energy (zero: lowest compared OMol25 entry of this formula, charge and spin) = 121.6 kJ/mol
E_HOMO = -7.821 eV

C19H25ClN7O4Te4Ti | the ωB97M-V functional and the def2-TZVPD basis

Each line ends with the Mulliken charge.
Cartesian coordinates (Å):
Te (0.3015, 2.7197, 3.3502)  -0.061
Te (2.2690, 5.8128, 1.5862)  -0.248
Te (2.7334, 3.7244, -0.0564)  -0.099
Te (2.2827, 4.4643, 3.9381)  -0.177
Ti (0.5160, 1.9089, 0.4887)  -0.295
Cl (-2.1568, -3.8073, -3.3360)  -0.163
O (0.2425, 1.6079, -1.4038)  0.384
O (-0.6235, 1.8168, -3.4506)  -0.993
O (-2.4744, -1.6877, -5.3801)  -0.670
O (-1.7604, 0.3948, -5.1681)  -0.615
N (-0.5623, -0.9925, -1.1978)  -0.075
N (4.3608, -0.3497, 0.3953)  -0.012
N (-1.0593, -2.2603, -1.4497)  -0.141
N (-0.5807, 3.8534, 0.1476)  -0.300
N (0.0174, -0.0533, 1.4878)  0.242
N (-1.7614, 1.3897, 0.3824)  0.485
N (2.3768, 0.5548, 0.3014)  0.648
C (-1.4598, -1.1113, -3.3269)  -0.241
C (2.6016, -0.1479, -0.8701)  -0.567
C (-2.0264, 3.7980, 0.3866)  -0.900
C (3.4603, 0.4208, 1.0439)  0.039
C (-0.7989, -0.2700, -2.3467)  0.267
C (-1.2962, -0.2200, 2.1343)  -0.901
C (-2.5403, 2.4915, -0.1869)  -0.569
C (-0.7598, -3.2784, -0.5351)  0.130
C (3.7333, 1.0478, 2.3603)  -0.987
C (-1.5741, -2.3264, -2.7183)  0.179
C (0.7737, -4.2096, 1.0737)  -0.710
C (-0.3823, 1.0903, -2.4413)  0.162
C (-1.9448, -0.8234, -4.7105)  0.537
C (-1.6953, -4.2573, -0.1964)  -0.489
C (-2.2472, 0.8871, 1.6644)  -0.752
C (-1.3793, -5.2122, 0.7559)  -0.711
C (0.4782, -3.2578, 0.1118)  0.038
C (3.8296, -0.7180, -0.8232)  -0.789
C (-0.1489, -5.1948, 1.4004)  -0.483
H (-2.5561, 4.6463, -0.0559)  0.425
H (4.2632, 1.9922, 2.2201)  0.241
H (-1.7044, -1.2048, 1.8917)  0.351
H (-2.3870, 2.4809, -1.2680)  0.245
H (-0.3661, 4.0309, -0.8315)  0.292
H (1.7390, -4.1861, 1.5649)  0.418
H (-1.7144, 0.6152, -0.2810)  -0.015
H (-0.1383, 4.5875, 0.6991)  0.138
H (0.0267, -0.6066, 0.6191)  0.212
H (1.1987, -2.4986, -0.1652)  0.333
H (-1.1716, -0.1641, 3.2154)  0.460
H (5.2780, -0.5680, 0.7399)  0.191
H (1.8610, -0.1847, -1.6486)  0.333
H (-2.2536, 1.7128, 2.3782)  0.353
H (4.3276, 0.3858, 2.9929)  0.439
H (-3.2725, 0.5053, 1.5869)  0.433
H (-3.6129, 2.3740, 0.0048)  0.444
H (-2.1128, -5.9670, 1.0107)  0.360
H (2.7974, 1.2881, 2.8647)  -0.132
H (0.0850, -5.9367, 2.1528)  0.385
H (-2.6663, -4.2553, -0.6691)  0.449
H (-1.3105, 1.0254, -4.4685)  0.382
H (0.7595, -0.3773, 2.0942)  0.328
H (-2.1763, 3.8314, 1.4678)  0.336
H (4.3619, -1.3316, -1.5267)  0.440

Kohn-Sham gap (alpha / beta) = 4.5 / 6.5 eV
Total charge = -1
Relative energy (zero: lowest compared OMol25 entry of this formula, charge and spin) = 0.0 kJ/mol
E_HOMO (alpha / beta) = -2.433 / -4.395 eV
Spin multiplicity = 3

C5H6N2O2 | the ωB97M-V functional and the def2-TZVPD basis

Each line ends with the Mulliken charge.
Cartesian coordinates (Å):
O (-0.1192, -1.4178, 2.6427)  -0.293
O (-0.2356, 2.1563, 1.5277)  -0.654
N (0.0426, -0.9986, -1.0104)  -0.231
N (-1.1366, 0.3069, 0.5037)  -0.263
C (0.5861, 0.2840, -1.5120)  -0.401
C (-0.1230, 1.3449, 0.6189)  0.420
C (0.2447, -1.2444, 1.5535)  0.062
C (-0.6440, -0.9601, 0.2064)  -0.095
C (0.8580, 1.1865, -0.3573)  -0.428
H (1.7825, 1.7278, -0.2863)  0.417
H (-0.1780, 0.7077, -2.1794)  0.179
H (-1.8502, 0.3777, 1.2171)  0.309
H (-1.3811, -1.7717, 0.2657)  0.331
H (1.4855, 0.0893, -2.0950)  0.356
H (0.6681, -1.7886, -1.0954)  0.290

Kohn-Sham gap (alpha / beta) = 8.7 / 5.8 eV
Relative energy (zero: lowest compared OMol25 entry of this formula, charge and spin) = 343.3 kJ/mol
E_HOMO (alpha / beta) = -9.082 / -7.337 eV

What is the formula in the fourth record? C5H6N2O2

Copy entry 4 word for word.
C5H6N2O2 | the ωB97M-V functional and the def2-TZVPD basis

Each line ends with the Mulliken charge.
Cartesian coordinates (Å):
O (-0.1192, -1.4178, 2.6427)  -0.293
O (-0.2356, 2.1563, 1.5277)  -0.654
N (0.0426, -0.9986, -1.0104)  -0.231
N (-1.1366, 0.3069, 0.5037)  -0.263
C (0.5861, 0.2840, -1.5120)  -0.401
C (-0.1230, 1.3449, 0.6189)  0.420
C (0.2447, -1.2444, 1.5535)  0.062
C (-0.6440, -0.9601, 0.2064)  -0.095
C (0.8580, 1.1865, -0.3573)  -0.428
H (1.7825, 1.7278, -0.2863)  0.417
H (-0.1780, 0.7077, -2.1794)  0.179
H (-1.8502, 0.3777, 1.2171)  0.309
H (-1.3811, -1.7717, 0.2657)  0.331
H (1.4855, 0.0893, -2.0950)  0.356
H (0.6681, -1.7886, -1.0954)  0.290

Kohn-Sham gap (alpha / beta) = 8.7 / 5.8 eV
Relative energy (zero: lowest compared OMol25 entry of this formula, charge and spin) = 343.3 kJ/mol
E_HOMO (alpha / beta) = -9.082 / -7.337 eV